1.
83
Properties=species:S:1:pos:R:3 method="wB97M-V/def2-TZVPD" lumo_ev="-6.05 / -8.71" fmax_ev_per_a=4.8 e_above_lowest_ev=1.637 total_charge=+2 homo_lumo_gap_ev="5.49 / 2.72" multiplicity=6
Ir -0.25364 2.00761 0.66875
C -1.02212 -2.24114 2.57992
C -2.16704 -2.00735 1.77641
C -0.95169 -3.72165 0.82451
C -0.27996 -3.30068 1.99575
C -2.11149 -2.90733 0.67707
C -0.55443 -1.46099 3.74508
H -1.31853 -0.76248 4.08009
H 0.34266 -0.88598 3.48738
H -0.29214 -2.10108 4.59129
C 1.06592 -3.72165 2.42664
H 1.56403 -2.88540 2.92277
H 1.67068 -4.02944 1.56902
H 1.05403 -4.55268 3.13127
C -0.37319 -4.67010 -0.15374
H -0.27557 -5.68054 0.26336
H 0.63463 -4.32909 -0.42045
H -0.97146 -4.73500 -1.06862
C -3.06858 -2.95016 -0.45071
H -4.05589 -3.32322 -0.14938
H -2.70928 -3.59741 -1.25804
H -3.21203 -1.94866 -0.87991
C -3.18100 -0.95406 2.01619
H -4.07587 -1.38320 2.49991
H -3.48742 -0.46125 1.08520
H -2.78403 -0.18533 2.68649
C 1.00625 3.89154 -0.02216
C 0.11168 3.85950 1.19795
C -1.17999 4.65306 1.24245
C -2.44536 3.96639 0.67623
C -2.11034 2.61502 0.09273
C -1.19140 2.50947 -1.03169
C -0.79011 3.75487 -1.80714
C 0.39746 4.55547 -1.26705
H -1.01079 5.63131 0.79448
H -2.95463 4.62407 -0.04400
H -1.35743 4.83806 2.30452
H 0.09590 5.57830 -1.01438
H 1.93637 4.38231 0.30960
H 0.69293 3.88321 2.13109
H 1.17205 4.68220 -2.04272
H -0.55576 3.47352 -2.83232
H -1.38282 1.59435 -1.59547
H -1.66736 4.40442 -1.88319
H -3.16606 3.82620 1.49225
H -2.88858 1.84791 0.05355
P 1.79649 2.10195 -0.63547
P -0.69319 -0.58348 -2.57270
C 1.62778 1.43358 -2.43590
C 0.47975 0.67453 -3.20668
H 2.53890 0.81797 -2.50021
H 1.81844 2.35315 -3.00795
H -0.12526 1.42075 -3.73893
H 0.99895 0.07202 -3.96054
C -0.39054 -2.16048 -3.41679
H -1.15139 -2.89005 -3.11086
H 0.57618 -2.56993 -3.11944
H -0.41803 -2.02110 -4.49952
C -2.33960 -0.11713 -3.22363
H -2.26238 0.46056 -4.15264
H -2.85913 0.47978 -2.45935
H -2.94035 -1.02156 -3.38858
C 3.35331 2.23147 0.31753
H 3.18117 2.01989 1.37649
H 3.74496 3.25339 0.24952
H 4.10090 1.53379 -0.08205
C -0.56537 1.58659 2.55366
H -1.01081 0.59178 2.68208
H -1.23250 2.35449 2.98531
H 0.42952 1.67874 3.01524
O 1.99423 -0.13136 1.36914
B 1.05472 0.33621 0.35639
O 1.00340 -0.77578 -0.63740
C 2.08008 -1.58705 -0.40101
C 2.59417 -2.64184 -1.15304
C 3.79412 -3.20829 -0.72055
C 4.41997 -2.77946 0.45400
C 3.84090 -1.78267 1.25245
C 2.67341 -1.18275 0.79947
H 2.08307 -3.01900 -2.04199
H 4.25009 -4.01511 -1.29684
H 5.37011 -3.22358 0.75672
H 4.28534 -1.47294 2.19309

2.
93
Properties=species:S:1:pos:R:3 method="wB97M-V/def2-TZVPD" lumo_ev="1.83 / 1.81" fmax_ev_per_a=3.1 e_above_lowest_ev=2.596 total_charge=-1 homo_lumo_gap_ev="5.94 / 5.92" multiplicity=5
C 2.83438 -2.65564 -3.00088
C 2.34830 -1.87842 -4.19000
H 2.50978 -3.70805 -3.07945
H 2.43371 -2.24512 -2.06441
H 3.94085 -2.61765 -2.95291
C 2.44069 -2.38732 -5.43599
C 2.94628 -3.74954 -5.75798
H 2.22307 -1.77423 -6.30844
H 2.54420 -4.52933 -5.09895
H 4.04302 -3.79166 -5.69447
H 2.66426 -3.99736 -6.78668
Cr 1.76540 1.51791 0.97309
Cl 3.51445 1.36803 -0.35025
C -0.13988 3.20024 0.51420
O -0.15742 1.98569 0.91473
N -1.22978 3.91337 0.29580
C -2.55339 3.32907 0.50841
C -1.14529 5.19247 -0.40390
H 0.82587 3.71298 0.33896
H -2.58929 2.82613 1.47753
H -2.82598 2.62566 -0.28973
H -3.25638 4.16061 0.50287
H -0.37952 5.80989 0.07540
H -2.11783 5.67793 -0.32074
H -0.88571 5.05092 -1.46364
H -2.57103 1.06468 3.91867
H -0.84051 0.69992 6.35019
C -2.77754 0.04603 4.27692
C -1.24289 -0.31581 6.19383
N -1.56756 -0.55749 4.80012
H -3.16525 -0.57025 3.46202
C -0.71113 -1.18988 3.95908
O -0.89531 -1.34412 2.75119
H -0.50106 -1.05275 6.52999
H 0.18956 -1.57998 4.47638
H -3.50026 0.08802 5.09635
H -2.15766 -0.42940 6.79115
H -0.36355 -4.45042 2.17397
H -0.89307 -3.95262 -0.47684
C -1.36759 -4.87394 2.05077
C -1.91984 -4.29263 -0.27508
N -2.16562 -4.09222 1.12563
H -1.87085 -4.89624 3.01801
C -3.10558 -3.21383 1.54773
O -3.66244 -2.37049 0.85588
H -2.61343 -3.70267 -0.87949
H -3.34060 -3.38059 2.61841
H -1.27442 -5.89080 1.66193
H -1.96841 -5.36138 -0.52189
O 1.31296 -0.22467 -2.69702
C 1.99407 -0.40496 -3.92096
C 0.41802 -0.24764 -5.94077
C 1.39574 0.31995 -5.11802
H 0.12816 -1.28672 -5.76915
C -0.15144 0.49281 -6.98996
H 2.97788 0.05526 -3.73288
C 1.85254 1.61156 -5.39696
H -0.95599 0.02712 -7.57039
C 0.30890 1.78175 -7.25884
C 1.32422 2.33714 -6.47298
H 2.65839 2.04047 -4.79776
H -0.19298 2.36346 -8.03380
H 1.67267 3.34867 -6.69091
Si -0.41458 -0.36612 -2.16150
Cl 0.04169 -2.11667 -1.12147
C -1.44851 -1.16024 -3.54091
C -0.36816 1.58133 -2.38186
C -1.98843 0.08725 -1.06319
H -1.48700 -0.48608 -4.40401
H -2.45763 -1.30274 -3.13323
H -1.02221 -2.13445 -3.81333
H -2.60144 -0.76679 -0.75307
H -2.68333 0.75375 -1.59260
H -1.68934 0.60622 -0.14401
H -0.25776 1.79368 -3.45274
H 0.49941 2.01522 -1.87096
H -1.25495 2.13719 -2.05082
O 2.50206 -0.66475 3.29065
C 2.07036 0.40041 3.72468
N 1.44588 1.30363 2.87074
S 0.71602 2.63304 3.64698
O 1.25007 3.84333 3.05925
O -0.71769 2.47020 3.72166
C 1.44103 2.15507 5.20421
C 1.26669 2.81863 6.40994
C 1.77465 2.22894 7.56418
C 2.38726 0.96847 7.50668
C 2.52691 0.29742 6.29503
C 2.07783 0.93116 5.12031
H 0.79049 3.79361 6.38797
H 1.66481 2.73804 8.51367
H 2.73052 0.50045 8.42648
H 2.99452 -0.69110 6.22422

3.
130
Properties=species:S:1:pos:R:3 method="wB97M-V/def2-TZVPD" lumo_ev=-1.62 fmax_ev_per_a=6.1 homo_lumo_gap_ev=6.69
C 4.70322 -1.79012 0.60869
S 3.10641 -2.58989 0.03079
O 3.05967 -2.57404 -1.48066
O 3.19999 -4.04953 0.45588
C 1.63752 -1.78726 0.81528
C 1.87278 -0.52231 1.71336
C 0.65230 0.14111 2.38089
C -0.84576 -0.35282 2.20776
N -1.84536 0.38862 2.92571
C -3.11918 -0.16912 2.60944
P -4.62341 0.66941 3.45981
N -4.31479 0.79492 5.04757
C -3.41368 -1.37350 1.66106
C -4.93166 -1.85656 1.36896
O -4.89515 -2.46421 0.03699
C -6.17138 -2.89632 -0.38530
F -7.22624 -2.62945 0.51860
F -6.22363 -4.30458 -0.66772
F -6.45865 -2.24388 -1.63167
N -2.38123 -2.10791 1.00858
C -1.07229 -1.58524 1.28368
C 0.16867 -2.27529 0.63464
C -0.10829 -3.58988 -0.28122
C -0.14495 -4.84436 0.73860
C -1.61303 -5.17144 1.30226
O -1.81403 -5.44854 2.52241
O -2.77332 -5.20192 0.45517
H 4.72588 -0.71530 0.22478
H 4.67052 -1.76225 1.76584
H 5.60809 -2.42047 0.30342
H 2.91532 -0.06138 1.88587
H 0.85099 1.06570 3.04965
H -5.81715 -0.10818 3.33169
H -4.75308 2.01830 2.94150
H -4.29951 1.78362 5.33654
H -5.22525 -2.67263 2.11378
H -5.60961 -0.93977 1.37137
H -1.09071 -3.43887 -0.84389
H 0.78959 -3.65375 -1.00177
H 0.48222 -4.52877 1.65864
H 0.36408 -5.79007 0.32988
H -3.56345 -5.13290 1.03749
O -1.75348 2.88801 -2.78836
S -1.87555 1.77682 -1.88943
O -1.38553 1.79841 -0.54475
O -1.27634 0.46308 -2.63059
C -2.28673 -0.54462 -2.71196
C -3.60479 0.21151 -2.75581
O -3.43043 1.31385 -1.86043
H -2.21865 -1.16906 -1.81589
H -2.13700 -1.16395 -3.59741
H -4.44904 -0.40622 -2.44676
H -3.79462 0.61434 -3.75521
O -3.76259 0.59177 -5.69734
S -4.97031 1.09069 -6.29174
O -6.17796 0.32595 -6.35306
O -4.61657 1.62492 -7.78236
C -4.96260 3.00705 -7.88953
C -4.82611 3.56593 -6.48119
O -5.30731 2.53019 -5.62413
H -5.99551 3.07326 -8.24258
H -4.30457 3.51073 -8.59860
H -5.40068 4.48123 -6.33910
H -3.77775 3.75253 -6.23012
O -5.94364 -1.95893 5.34311
S -4.79286 -2.22735 6.15851
O -4.12762 -1.22087 6.92329
O -3.69322 -2.99421 5.24180
C -3.38395 -4.26147 5.82299
C -4.64003 -4.67585 6.57547
O -5.14670 -3.46841 7.14557
H -2.54077 -4.12631 6.50622
H -3.11071 -4.97953 5.04817
H -4.43536 -5.41215 7.35289
H -5.39759 -5.07046 5.89156
O 4.64152 4.00483 -2.82750
S 4.53022 2.88427 -1.93820
O 5.03117 2.90301 -0.59595
O 5.12202 1.57669 -2.69349
C 4.10799 0.57053 -2.77225
C 2.78930 1.32721 -2.79873
O 2.97533 2.42231 -1.89787
H 4.18300 -0.05874 -1.88156
H 4.24903 -0.04269 -3.66134
H 1.94854 0.70919 -2.48616
H 2.58836 1.73732 -3.79192
O 0.45152 2.52048 4.55178
S 1.27173 2.04508 5.62774
O 2.61633 1.59022 5.43810
O 0.44541 0.89925 6.42510
C 0.29695 1.27933 7.79307
C 0.30376 2.79980 7.79067
O 1.26861 3.16426 6.80315
H 1.14908 0.88148 8.35158
H -0.62761 0.87148 8.20365
H 0.57074 3.21628 8.76207
H -0.66609 3.19826 7.47859
O 0.14249 8.13117 -0.08222
S 1.55451 7.89578 -0.00410
O 2.44611 8.75451 0.71602
O 2.12005 7.70889 -1.51407
C 2.74298 6.42865 -1.63666
C 2.02880 5.53700 -0.63182
O 1.78967 6.37145 0.50195
H 3.80120 6.53847 -1.38413
H 2.65110 6.05568 -2.65717
H 2.62283 4.66728 -0.35099
H 1.05994 5.20581 -1.01758
O 2.47575 -2.41536 -6.11930
S 1.87048 -1.15669 -5.80297
O 1.99343 -0.53575 -4.51741
O 0.29685 -1.23937 -6.18922
C -0.01678 -0.22161 -7.14078
C 1.27296 0.02024 -7.91087
O 2.31082 -0.07998 -6.93530
H -0.32370 0.67408 -6.59306
H -0.83083 -0.54541 -7.79043
H 1.29191 0.99717 -8.39419
H 1.43745 -0.75930 -8.66061
O 8.67075 -1.18926 3.88744
S 8.16771 -1.18628 2.54663
O 6.78059 -1.00100 2.23699
O 8.68798 -2.53394 1.80686
C 9.44809 -2.18168 0.65018
C 10.05071 -0.82062 0.96400
O 9.03263 -0.12126 1.67976
H 8.76492 -2.12387 -0.20208
H 10.21130 -2.93515 0.45199
H 10.33387 -0.27371 0.06453
H 10.92072 -0.91577 1.62040